No. 1
The following is a quantum chemistry calculation of a cluster of 2 separate species, C2H5NO3 in total, from OMol25.

The calculation puts the HOMO-LUMO gap at 10.9 eV. As for the energy: -359.680179 a.u. The net charge is 0. The LUMO energy comes out at 0.7 eV. As for the HOMO energy: -10.2 eV.

Each line ends with the natural charge from an NBO analysis.
Positions of all 11 atoms, in Å:
1 N 2.381 -0.427 0.610  -0.8249
2 C 1.154 -0.945 0.870  0.5236
3 O 0.187 -0.340 1.258  -0.5893
4 H 2.514 0.517 0.281  0.4111
5 H 3.125 -1.085 0.435  0.3882
6 H 1.161 -2.055 0.822  0.0906
7 O -0.412 1.303 -1.291  -0.5456
8 C -1.263 0.471 -1.233  0.6481
9 O -2.078 0.255 -0.185  -0.6770
10 H -1.467 -0.141 -2.131  0.0830
11 H -2.083 -0.703 -0.048  0.4921


No. 2
The following is a quantum chemistry calculation of a structure of composition C2H5NO3S, from OMol25.

The calculation puts the HOMO-LUMO gap (spin up / spin down) at 7.4 / 7.4 eV. As for the energy: -757.755948 a.u. The net charge is 0. The LUMO energy (spin up / spin down) comes out at -0.5 / -0.6 eV. As for the HOMO energy (spin up / spin down): -8.0 / -8.0 eV.

Each line ends with the natural charge from an NBO analysis.
Positions of all 12 atoms, in Å:
1 C -0.841 0.622 -1.200  0.7131
2 C -0.729 -0.289 -0.101  -0.2241
3 N 0.363 -1.080 -0.096  -0.6629
4 O -1.846 1.525 -1.055  -0.6567
5 O -0.086 0.564 -2.166  -0.6174
6 O 1.041 1.156 1.411  -0.9108
7 S 1.968 0.098 0.977  0.8142
8 H -1.253 -0.138 0.758  0.2006
9 H -2.180 1.501 -0.219  0.4761
10 H 0.904 -1.136 -0.931  0.4336
11 H 0.484 -2.051 0.475  0.4313
12 H 2.175 -0.773 2.147  0.0029


No. 3
The following is a quantum chemistry calculation of a cluster of 2 separate species, C2H5NO3S in total, from OMol25.

The calculation puts the HOMO-LUMO gap (spin up / spin down) at 7.2 / 8.2 eV. As for the energy: -757.775800 a.u. The net charge is 0. The LUMO energy (spin up / spin down) comes out at -0.6 / -0.2 eV. As for the HOMO energy (spin up / spin down): -7.8 / -8.4 eV.

Each line ends with the natural charge from an NBO analysis.
Positions of all 12 atoms, in Å:
1 C -0.596 0.899 0.887  0.7207
2 C 0.645 0.356 0.291  -0.0890
3 N 0.765 -1.006 0.511  -0.7515
4 O -0.944 2.114 0.467  -0.6551
5 O -1.173 0.235 1.726  -0.6160
6 O -1.007 -0.049 -1.490  -0.8634
7 S -0.931 -1.531 -1.484  0.7003
8 H 1.176 1.042 -0.439  0.2103
9 H -0.188 2.557 -0.018  0.4891
10 H 0.246 -1.245 1.375  0.4372
11 H 1.722 -1.469 0.427  0.4094
12 H 0.285 -1.902 -2.252  0.0080


No. 4
The following is a quantum chemistry calculation of a cluster of 2 separate species, C2H5NO4S in total, from OMol25.

The calculation puts the HOMO-LUMO gap (spin up / spin down) at 8.0 / 8.0 eV. As for the energy: -832.889261 a.u. The net charge is 0. The LUMO energy (spin up / spin down) comes out at -1.8 / -1.8 eV. As for the HOMO energy (spin up / spin down): -9.8 / -9.8 eV.

Each line ends with the natural charge from an NBO analysis.
Positions of all 13 atoms, in Å:
1 C 0.852 -0.314 1.303  -0.9130
2 C -1.029 0.471 -1.323  -0.3930
3 N -1.598 -0.509 -0.449  0.4608
4 O -2.227 -0.140 0.553  -0.4355
5 O -1.326 -1.657 -0.676  -0.3889
6 O 1.446 1.835 0.223  -0.8665
7 O 2.087 -0.163 -1.189  -0.8355
8 S 1.283 0.486 -0.163  2.0602
9 H 1.520 -0.077 2.031  0.2681
10 H -0.138 -0.126 1.581  0.2905
11 H 1.087 -1.388 1.370  0.2754
12 H -1.364 1.424 -0.982  0.2283
13 H -0.594 0.158 -2.277  0.2493


ΔE to the lowest compared entry with this formula, charge and spin across the listed records, respectively: 76.5, 380.6, 328.5, 546.5 kJ/mol.